P | 16
Properties=species:S:1:pos:R:3 method="wB97M-V/def2-TZVPD" e_lumo_ev=3.97 homo_ha=-0.093 spin_multiplicity=1 charge=-1
C 0.59 0.25 0.85
C -0.75 0.22 0.09
S -1.38 -1.46 -0.25
C 1.65 -0.45 -0.12
N 2.97 0.00 0.09
H 0.57 -0.31 1.86
H 0.93 1.29 0.80
H -0.69 1.00 -0.70
H -1.51 0.50 0.85
H 1.26 -0.25 -1.16
H 1.58 -1.55 0.01
H 3.19 -0.11 1.07
H 3.46 -0.63 -0.45
H -4.38 -0.12 -0.98
H -3.29 0.78 -0.86
O -4.20 0.84 -1.09

=====

Q | 16
Properties=species:S:1:pos:R:3 method="wB97M-V/def2-TZVPD" e_lumo_ev=4.05 homo_ha=-0.110 spin_multiplicity=1 charge=-1
C -0.93 -0.88 0.19
C -0.27 0.18 1.07
C 0.31 1.36 0.31
S 1.71 0.93 -0.77
N 0.76 -0.39 1.96
H -1.59 -0.38 -0.53
H -0.21 -1.43 -0.41
H -1.56 -1.52 0.81
H -1.06 0.54 1.74
H 0.61 2.10 1.04
H -0.46 1.87 -0.29
H 1.66 -0.08 1.60
H 0.82 -1.39 1.78
H -0.71 -0.28 -2.88
H 0.74 -0.12 -2.45
O 0.17 -0.51 -3.18

=====

Ranked by calculated energy, most stable first: Q, P.

=====

P | 16
Properties=species:S:1:pos:R:3 method="wB97M-V/def2-TZVPD" e_lumo_ev=3.90 homo_ha=-0.093 spin_multiplicity=1 charge=-1
C 2.42 0.00 -0.51
N 2.08 0.48 0.82
C 0.65 0.30 1.14
C -0.27 0.95 0.07
S -1.59 -0.22 -0.56
H 1.63 -0.64 -0.92
H 3.31 -0.66 -0.48
H 2.71 0.76 -1.24
H 2.40 1.39 1.11
H 0.45 -0.77 1.16
H 0.49 0.64 2.17
H 0.20 1.39 -0.81
H -0.71 1.83 0.53
H -3.81 -1.85 -0.67
H -5.23 -1.50 -1.21
O -4.73 -2.07 -0.61

=====

Q | 16
Properties=species:S:1:pos:R:3 method="wB97M-V/def2-TZVPD" e_lumo_ev=4.13 homo_ha=-0.106 spin_multiplicity=1 charge=-1
C 0.81 1.02 -0.83
C 1.27 0.03 0.31
C 0.26 -1.19 0.09
S -1.27 -0.91 1.00
N 1.28 0.97 1.46
H 0.99 0.59 -1.86
H -0.23 1.21 -0.70
H 1.42 1.98 -0.61
H 2.31 -0.34 0.20
H 0.82 -2.24 0.67
H 0.12 -1.52 -0.94
H 2.10 0.58 2.09
H 0.34 0.76 1.99
H -3.23 -0.89 -0.48
H -3.34 0.44 -1.12
O -3.67 -0.48 -1.25

=====

Ranked by calculated energy, most stable first: P, Q.

=====

P | 16
Properties=species:S:1:pos:R:3 method="wB97M-V/def2-TZVPD" e_lumo_ev=4.08 homo_ha=-0.107 spin_multiplicity=1 charge=-1
C -0.13 -1.97 1.76
N 0.75 -0.84 1.46
C 1.29 -0.97 0.12
O 0.39 -1.28 -0.92
H 0.48 -2.88 1.66
H -0.98 -2.04 1.08
H -0.50 -1.92 2.79
H 0.15 -0.01 1.47
H 2.04 -1.77 0.15
H 1.81 -0.02 -0.11
C -0.12 2.53 -1.35
S -1.20 1.33 -0.58
H -0.11 3.49 -0.81
H 0.91 2.21 -1.54
H -0.42 2.80 -2.37
H -0.23 -0.47 -1.02

=====

Q | 16
Properties=species:S:1:pos:R:3 method="wB97M-V/def2-TZVPD" e_lumo_ev=3.83 homo_ha=-0.119 spin_multiplicity=1 charge=-1
C 1.25 -0.56 -1.11
O 0.11 -0.75 -0.40
C 1.74 0.90 -1.09
N 2.96 1.09 -1.88
H 2.11 -1.17 -0.75
H 1.15 -0.83 -2.19
H 0.90 1.52 -1.44
H 1.94 1.17 -0.06
H 2.78 0.90 -2.86
H 3.29 2.05 -1.82
C -1.64 -1.17 2.14
S -2.22 0.22 1.12
H -1.58 -0.87 3.19
H -2.30 -2.03 2.04
H -0.65 -1.43 1.77
H -1.19 0.01 0.19

=====

R | 16
Properties=species:S:1:pos:R:3 method="wB97M-V/def2-TZVPD" e_lumo_ev=3.87 homo_ha=-0.101 spin_multiplicity=1 charge=-1
C 0.41 -0.44 1.94
C -0.47 -1.10 0.87
C 0.25 -1.18 -0.48
S 0.61 0.47 -1.20
N -1.76 -0.38 0.79
H 1.24 -1.12 2.17
H 0.78 0.50 1.55
H -0.16 -0.29 2.85
H -0.62 -2.15 1.17
H -0.37 -1.72 -1.20
H 1.22 -1.67 -0.40
H -2.31 -0.89 0.12
H -1.44 0.47 0.34
H 0.15 3.21 -3.09
H 1.39 2.90 -2.32
O 1.09 3.39 -3.11

=====

Ranked by calculated energy, most stable first: R, P, Q.

=====

P | 17
Properties=species:S:1:pos:R:3 method="wB97M-V/def2-TZVPD" e_lumo_ev="-0.93 / -0.93" homo_ha="-0.358 / -0.358" spin_multiplicity=1
C -0.97 1.06 -0.18
C 2.07 -0.36 -0.71
C 0.23 -1.56 0.01
N 0.98 -0.35 0.22
N -1.40 1.14 -1.28
O -2.89 0.60 0.85
O -1.27 0.95 2.59
O -1.96 2.88 1.41
S -1.85 1.46 1.41
H 2.59 0.63 -0.79
H 2.52 -1.30 -0.48
H 1.65 -0.55 -1.78
H -0.81 -1.55 0.36
H 0.18 -1.64 -1.15
H 0.73 -2.38 0.38
H -1.03 0.95 -2.17
H 1.23 0.03 1.31

=====

Q | 17
Properties=species:S:1:pos:R:3 method="wB97M-V/def2-TZVPD" e_lumo_ev=-0.21 homo_ha=-0.350 spin_multiplicity=1
C -0.67 0.82 -0.12
C 1.66 -1.90 -1.34
C -0.10 1.09 2.29
N 1.69 -1.31 -0.01
N -0.33 1.33 0.88
O -3.75 0.27 -0.84
O -0.90 0.67 -1.23
O -3.54 2.60 -1.19
S -3.19 1.29 -1.67
H 1.47 -2.97 -1.27
H 0.81 -1.50 -2.08
H 2.56 -1.94 -2.05
H -0.69 1.73 2.95
H 0.96 1.48 2.49
H -0.15 0.12 2.56
H 1.62 -0.28 0.09
H 2.56 -1.50 0.54

=====

Ranked by calculated energy, most stable first: Q, P.

=====

P | 48
Properties=species:S:1:pos:R:3 method="wB97M-V/def2-TZVPD" e_lumo_ev=0.55 homo_ha=-0.308 spin_multiplicity=1 smiles="CCCCN(Cc1ccc(C(=O)NO)cc1)C(=O)Nc1ccccc1"
C -0.06 4.39 -0.52
C -1.17 3.48 -1.02
C -1.75 2.59 0.09
C -0.88 1.38 0.46
N -0.83 0.38 -0.59
C -1.93 -0.57 -0.60
C -1.88 -1.50 0.59
C -2.83 -1.44 1.59
C -2.75 -2.28 2.69
C -1.70 -3.19 2.80
C -1.67 -4.05 4.00
O -2.19 -3.78 5.07
N -0.97 -5.21 3.88
O -1.01 -6.08 4.97
C -0.73 -3.24 1.80
C -0.82 -2.40 0.71
C 0.25 0.10 -1.40
O 0.29 -0.92 -2.05
N 1.23 1.06 -1.42
C 2.43 1.05 -2.12
C 3.18 2.22 -2.14
C 4.39 2.27 -2.80
C 4.88 1.15 -3.45
C 4.14 -0.02 -3.43
C 2.92 -0.08 -2.78
H 0.38 4.94 -1.35
H -0.45 5.11 0.19
H 0.74 3.83 -0.02
H -1.97 4.10 -1.42
H -0.82 2.85 -1.84
H -2.73 2.22 -0.23
H -1.90 3.19 0.99
H 0.13 1.70 0.74
H -1.31 0.90 1.35
H -1.84 -1.15 -1.52
H -2.87 -0.02 -0.61
H -3.65 -0.74 1.52
H -3.48 -2.24 3.48
H -0.74 -5.68 3.02
H -1.51 -5.56 5.64
H 0.11 -3.91 1.88
H -0.07 -2.43 -0.07
H 1.02 1.95 -0.99
H 2.81 3.10 -1.63
H 4.96 3.19 -2.80
H 5.83 1.19 -3.97
H 4.51 -0.90 -3.94
H 2.35 -0.99 -2.77

=====

Q | 48
Properties=species:S:1:pos:R:3 method="wB97M-V/def2-TZVPD" e_lumo_ev=0.77 homo_ha=-0.303 spin_multiplicity=1 smiles="COC1CCN(c2cc(C(=O)N3CC(c4ccccc4)C3)no2)CC1"
C 2.89 0.00 -6.61
O 1.90 0.66 -5.82
C 0.51 0.35 -6.03
C 0.13 -1.03 -5.43
C 0.32 -1.03 -3.93
N -0.32 0.10 -3.23
C -0.45 0.00 -1.82
C -0.93 0.95 -1.00
C -0.82 0.44 0.37
C -1.33 1.20 1.52
O -1.53 2.42 1.39
N -1.45 0.69 2.78
C -1.66 1.30 4.09
C -1.67 -0.18 4.61
C -0.56 -0.55 5.56
C -0.82 -1.16 6.79
C 0.21 -1.50 7.65
C 1.56 -1.19 7.29
C 1.81 -0.59 6.08
C 0.78 -0.27 5.23
C -1.46 -0.69 3.20
N -0.25 -0.75 0.35
O 0.05 -1.02 -1.02
C -0.11 1.45 -3.83
C -0.38 1.38 -5.35
H 2.55 -0.05 -7.66
H 3.89 0.55 -6.57
H 3.07 -0.99 -6.28
H 0.32 0.34 -7.13
H -0.90 -1.28 -5.64
H 0.80 -1.77 -5.87
H 1.39 -0.97 -3.67
H -0.11 -1.96 -3.51
H -1.34 1.93 -1.25
H -2.60 1.84 4.20
H -0.83 1.91 4.46
H -2.66 -0.47 5.00
H -1.87 -1.40 7.03
H 0.03 -2.00 8.58
H 2.34 -1.48 7.96
H 2.84 -0.34 5.82
H 1.06 0.23 4.35
H -0.56 -1.24 3.01
H -2.28 -1.26 2.77
H 0.92 1.82 -3.70
H -0.76 2.23 -3.41
H -0.24 2.33 -5.86
H -1.42 1.03 -5.48

=====

Ranked by calculated energy, most stable first: P, Q.

=====

P | 14
Properties=species:S:1:pos:R:3 method="wB97M-V/def2-TZVPD" e_lumo_ev=-3.75 homo_ha=-0.483 spin_multiplicity=1 smiles="C[N@H+]1CN1/C=N/I" charge=+1
C -1.69 1.17 -0.06
N -0.55 0.25 0.36
C -0.50 -1.22 0.35
N 0.14 -0.53 -0.67
C 1.56 -0.49 -0.80
N 2.15 0.10 0.15
I 4.20 0.21 0.31
H -1.52 1.82 -0.97
H -2.72 0.75 -0.20
H -1.76 1.86 0.72
H 0.04 0.57 1.10
H -1.43 -1.81 0.16
H 0.08 -1.69 1.13
H 2.00 -1.00 -1.55

=====

Q | 14
Properties=species:S:1:pos:R:3 method="wB97M-V/def2-TZVPD" e_lumo_ev=-5.19 homo_ha=-0.492 spin_multiplicity=1 smiles="C[N@H+]1CN(I)C=N1" charge=+1
C -1.15 1.43 -0.04
N 0.12 0.75 0.38
C -0.08 -0.71 0.75
N 0.57 -1.39 -0.39
I 1.09 -3.43 -0.22
C 1.19 -0.52 -1.15
N 1.02 0.80 -0.71
H -1.83 1.33 0.75
H -0.89 2.37 -0.34
H -1.56 1.05 -0.87
H 0.52 1.35 1.10
H -1.19 -1.05 0.87
H 0.43 -1.05 1.77
H 1.75 -0.93 -1.89

=====

R | 14
Properties=species:S:1:pos:R:3 method="wB97M-V/def2-TZVPD" e_lumo_ev=-6.59 homo_ha=-0.516 spin_multiplicity=1 charge=+1
C 0.57 1.95 -0.59
C 0.44 0.53 0.99
C 0.72 -1.55 -0.58
N 0.41 1.86 0.68
N 0.92 0.74 -1.25
N 0.80 -0.15 -0.31
I -2.77 -0.26 0.48
H 0.52 2.88 -1.19
H 1.08 0.27 1.79
H -0.56 0.19 1.29
H 1.31 -2.12 0.18
H -0.35 -1.74 -0.64
H 1.04 -1.54 -1.62
H -4.15 -1.08 0.76

=====

S | 14
Properties=species:S:1:pos:R:3 method="wB97M-V/def2-TZVPD" e_lumo_ev=-5.08 homo_ha=-0.482 spin_multiplicity=1 smiles="C=[N+]1CCN(I)N1" charge=+1
C 1.27 1.58 -0.45
N 0.43 0.69 -0.14
C 0.56 -0.73 -0.59
C -0.52 -1.41 0.29
N -1.48 -0.41 0.83
I -3.28 0.20 -0.30
N -0.68 0.71 0.72
H 1.23 2.59 -0.02
H 2.29 1.19 -0.78
H 1.59 -1.03 -0.37
H 0.39 -0.87 -1.66
H -1.03 -2.19 -0.18
H 0.02 -1.65 1.18
H -0.79 1.33 1.48

=====

Ranked by calculated energy, most stable first: R, Q, P, S.